113
Properties=species:S:1:pos:R:3:lowdin_charge:R:1 method="wB97M-V/def2-TZVPD" spin_multiplicity=1 charge=-1 e_above_lowest_kj_mol=719.9 e_homo_ev=-6.1 energy_ha=-2137.1931 lumo_ev=2.4
C -1.59004 0.36550 -0.79391 -0.21
O -2.52177 -0.28206 -1.68430 -0.40
H -2.15617 0.67805 -0.02256 0.03
H -1.32316 1.28600 -1.15760 0.01
H -0.73256 -0.31369 -0.45335 0.11
C -4.88404 -1.52990 0.62774 -0.20
O -4.78725 -0.37612 -0.07298 -0.15
H -5.20378 -1.25808 1.61164 0.06
H -3.92544 -2.07323 0.96791 0.11
H -5.51811 -2.08296 0.06236 0.05
H -3.85004 -0.17941 -0.43379 0.08
C -1.63446 -3.44644 -1.65404 -0.22
O -1.72046 -2.66805 -0.54354 -0.16
H -2.37929 -3.32465 -2.35345 0.05
H -1.54059 -4.56165 -1.53722 0.12
H -1.10819 -2.81761 -2.11916 0.00
H -1.85813 -1.73529 -1.04938 0.08
C -3.04847 2.57436 -3.69432 -0.21
O -3.64164 2.28158 -2.50703 -0.11
H -2.79725 1.81883 -4.20943 0.02
H -2.18853 3.11050 -3.59873 0.07
H -3.60128 2.99257 -4.33969 0.03
H -3.00501 1.49247 -2.14917 0.11
C -5.32656 -0.46542 -3.74021 -0.09
O -4.17901 -1.44376 -3.43058 -0.17
H -6.07337 -0.91555 -4.55857 0.10
H -4.77177 0.46493 -4.24645 0.08
H -5.84247 0.02115 -2.96882 0.03
H -3.66755 -1.23070 -2.67154 -0.03
C -3.61044 3.01943 1.09721 -0.11
O -4.96115 2.52502 1.39941 -0.14
H -3.32561 2.85495 0.03866 0.08
H -3.10815 2.31374 1.62282 0.04
H -3.51101 4.07085 1.49390 0.09
H -5.14220 1.66221 0.97508 0.06
C -0.35064 -0.60523 -4.68438 -0.20
O -0.21994 -0.01624 -3.48518 -0.16
H -1.56284 -1.10258 -4.53762 0.17
H 0.32375 -1.42732 -4.75019 0.04
H -0.24958 0.02872 -5.61496 0.08
H -1.07465 0.00082 -3.04681 0.03
C 0.96441 1.58872 2.59093 -0.15
O 2.27829 1.30141 2.81314 -0.16
C 2.90879 0.81869 1.66666 -0.27
C 4.27212 0.42375 1.97192 -0.16
N 4.78027 -0.09117 0.69075 -0.01
C 6.00713 -0.77314 0.85695 -0.17
C 6.46996 -1.42860 -0.46148 -0.26
O 7.55465 -2.17467 -0.38589 -0.13
C 8.08912 -2.44228 -1.66091 -0.12
H 1.03191 2.65419 2.33971 0.05
H 0.44859 1.65015 3.67878 0.13
H 0.45854 0.77458 1.94558 0.13
H 2.85365 1.40257 0.82461 0.10
H 2.41334 0.06599 1.32530 0.06
H 4.31323 -0.09975 2.85627 0.11
H 4.58444 1.41020 2.12604 0.12
H 4.14743 -0.74724 0.48247 0.02
H 5.97085 -1.47847 1.44723 0.03
H 6.66390 0.13652 1.14047 0.16
H 6.79888 -0.46702 -1.09153 0.17
H 5.80108 -1.77863 -0.91810 0.00
H 8.84649 -1.81184 -2.17362 0.10
H 7.27138 -3.00191 -2.41706 0.16
H 8.76411 -3.16127 -1.47358 0.02
C 1.24034 1.88254 -1.49941 -0.03
O 0.97155 2.66191 -0.25057 -0.20
C -0.08243 3.60140 -0.32047 -0.27
C -0.40053 4.25439 0.95668 -0.21
N -1.54354 5.21179 0.89633 -0.06
C -1.69418 5.90909 2.17774 -0.19
C -2.73354 7.07130 2.05631 -0.24
O -3.21104 7.55818 3.27909 -0.22
C -4.29073 8.55685 3.11153 -0.04
H 1.40210 2.64550 -2.14316 0.05
H 0.45003 1.32246 -1.92450 0.02
H 2.10953 1.12274 -1.41154 0.06
H -1.09395 3.13192 -0.50719 0.11
H 0.12091 4.18293 -1.20802 0.12
H 0.60573 4.89729 1.16689 0.16
H -0.64363 3.37229 1.90332 0.18
H -2.29624 4.64385 0.71242 -0.01
H -0.87239 6.40771 2.67516 0.12
H -1.98601 5.22209 2.85703 0.07
H -3.73596 6.67909 1.55814 0.14
H -2.52287 7.79150 1.33485 0.09
H -5.24643 7.93623 2.56599 0.16
H -3.82014 9.21878 2.39883 0.07
H -4.38020 8.98544 3.94955 -0.01
C 0.72320 -8.87221 3.76636 -0.01
O 1.76773 -7.91408 3.29383 -0.20
C 1.14056 -6.77866 2.61436 -0.18
C 2.24792 -5.76167 2.21675 -0.13
N 1.60836 -4.73590 1.27850 -0.07
C 2.58796 -3.86988 0.77401 -0.24
C 1.88619 -2.97589 -0.23306 -0.19
O 2.89874 -2.04702 -0.65811 -0.20
C 2.22381 -1.12613 -1.62053 -0.07
H 0.11274 -9.21569 2.97430 0.09
H 0.32800 -8.36955 4.41707 0.00
H 1.29077 -9.63816 4.00699 0.05
H 0.53486 -6.32616 3.29836 0.08
H 0.43361 -7.28471 1.93063 0.13
H 3.02438 -6.38336 1.71751 0.12
H 2.84926 -5.16514 2.91573 0.12
H 0.92790 -4.24435 1.69827 0.06
H 3.27374 -4.59388 0.38268 0.12
H 2.96481 -3.33024 1.59751 0.11
H 1.03600 -2.54430 0.20466 0.09
H 1.44369 -3.51185 -1.15333 0.15
H 3.00051 -0.06656 -1.87757 0.16
H 1.43524 -0.62801 -1.22303 -0.01
H 1.88996 -1.36036 -2.61928 0.07

***

119
Properties=species:S:1:pos:R:3:lowdin_charge:R:1 method="wB97M-V/def2-TZVPD" spin_multiplicity=1 charge=-1 e_above_lowest_kj_mol=60.4 e_homo_ev=-6.9 energy_ha=-2898.5479 lumo_ev=2.0
C 0.77465 0.07666 0.22885 -0.53
F 0.56562 1.39729 0.18727 0.13
F -0.08190 -0.55737 1.10268 0.09
F 0.59276 -0.47336 -0.99762 0.09
S 2.64193 -0.32609 0.68707 0.62
O 2.65251 -1.76025 1.08733 -0.32
O 3.49902 -0.11071 -0.43888 -0.31
O 2.92238 0.58676 1.79672 -0.31
O 4.26256 -3.44442 -0.36079 -0.08
H 3.80182 -2.82724 0.20759 -0.04
H 4.59034 -2.90751 -1.08226 -0.03
O 4.49972 2.94956 1.81434 -0.07
H 5.20163 2.36469 1.52888 -0.02
H 3.70711 2.41519 1.76497 -0.02
O 5.92386 0.92745 0.70712 -0.03
H 6.64789 0.79350 0.09550 0.05
H 5.28510 0.25372 0.47409 0.01
O 4.04456 1.43212 4.32668 -0.06
H 3.69548 1.53043 3.44084 -0.03
H 4.57538 0.63651 4.28853 0.03
O 4.52098 -1.62393 -2.29900 -0.05
H 3.81111 -1.86052 -2.89593 0.05
H 4.14204 -0.95513 -1.72861 -0.03
C -4.60527 -4.76994 2.57019 -0.06
C -4.18852 -3.33109 2.60110 -0.44
C -2.64301 -3.09223 2.44184 -0.03
O -4.73710 -2.76429 1.40623 -0.10
H -3.87482 -5.25606 1.92349 0.07
H -5.59802 -4.87442 2.13243 0.09
H -4.45918 -5.24834 3.53864 0.08
H -4.64339 -2.83158 3.45648 0.14
H -2.34112 -2.08352 2.15993 0.06
H -2.24044 -3.71259 1.64109 0.07
H -2.17253 -3.19465 3.41972 0.07
H -4.53496 -3.28761 0.62721 0.09
C -3.19351 1.14599 1.26904 -0.07
C -4.71841 1.13062 1.59777 -0.41
C -5.54228 0.96959 0.29051 -0.05
O -4.81404 -0.06225 2.43125 -0.08
H -2.89895 0.16844 0.88727 0.06
H -2.58186 1.39946 2.13491 0.07
H -2.91625 1.92542 0.55932 0.06
H -4.99255 2.04861 2.11761 0.13
H -5.19029 0.12542 -0.30243 0.06
H -5.57104 1.90219 -0.27298 0.07
H -6.55799 0.77321 0.63383 0.07
H -4.72344 -0.82541 1.85595 0.03
C 0.39129 -2.22886 3.83703 -0.07
C 1.71967 -1.54350 4.13843 -0.48
C 2.08952 -1.46879 5.60499 -0.06
O 2.71312 -2.38460 3.54811 -0.07
H -0.40515 -1.54938 4.14052 0.08
H 0.24813 -3.15941 4.38629 0.08
H 0.25733 -2.58526 2.81569 0.06
H 1.71518 -0.53427 3.72669 0.11
H 1.49917 -0.80892 6.24072 0.08
H 3.14977 -1.35535 5.83105 0.08
H 1.84272 -2.41704 6.08252 0.07
H 2.57341 -2.35154 2.59890 0.00
C -2.04437 -1.62982 -1.93043 -0.03
C -3.27718 -1.49788 -2.87090 -0.45
C -2.87550 -0.99593 -4.21662 -0.07
O -3.90910 -2.78925 -3.02786 -0.07
H -1.38688 -2.48692 -2.07601 0.06
H -2.26916 -1.72571 -0.86817 0.07
H -1.43208 -0.73370 -2.03128 0.06
H -4.09171 -0.93066 -2.42048 0.12
H -3.71682 -0.82645 -4.88860 0.08
H -2.16992 -1.65015 -4.72872 0.09
H -2.34956 -0.04840 -4.09972 0.07
H -4.82283 -2.70180 -3.30905 0.08
C 0.57609 -4.46383 -0.26858 -0.03
C 0.09324 -4.65653 -1.75447 -0.44
C 0.60356 -5.95219 -2.37370 -0.08
O -1.32686 -4.83902 -1.66035 -0.09
H 0.41245 -3.44406 0.07983 0.06
H 1.66301 -4.54288 -0.28997 0.07
H 0.28568 -5.27396 0.40034 0.08
H 0.41744 -3.92317 -2.49282 0.13
H -0.02323 -6.14280 -3.24485 0.07
H 0.42500 -6.87269 -1.81792 0.08
H 1.63468 -5.94434 -2.72703 0.08
H -1.59950 -5.14462 -0.79210 0.07
C 5.17892 2.79794 -4.09812 -0.06
C 4.07162 1.87066 -4.37558 -0.57
C 2.95283 1.88234 -3.35999 -0.04
O 3.47960 2.19014 -5.56047 -0.04
H 5.89770 3.12798 -4.84813 0.09
H 5.79599 2.35558 -3.31603 0.08
H 4.80723 3.65870 -3.54223 0.09
H 4.46071 0.86581 -4.53985 0.14
H 2.53212 2.88119 -3.24427 0.08
H 3.45956 1.57026 -2.44679 0.07
H 2.21514 1.09773 -3.52824 0.08
H 3.47307 3.14737 -5.63303 0.09
C -1.43071 4.36872 2.49840 -0.06
C -0.36456 5.34943 2.01930 -0.52
C 0.06264 6.25266 3.14803 -0.05
O 0.74276 4.74608 1.38802 -0.03
H -2.30598 4.83828 2.94730 0.08
H -0.97843 3.60701 3.13350 0.09
H -1.86952 3.79101 1.68489 0.05
H -0.93586 5.81382 1.21552 0.12
H -0.75175 6.93235 3.39883 0.08
H 0.88196 6.84852 2.74584 0.08
H 0.40063 5.82179 4.09048 0.09
H 0.42920 3.95183 0.94931 0.05
C -0.71490 3.19198 -3.89723 -0.07
C -1.41270 3.97663 -2.81455 -0.48
C -0.37550 4.40268 -1.71469 -0.02
O -2.23290 5.00427 -3.34387 -0.04
H -1.43947 2.93394 -4.66957 0.07
H -0.29747 2.25362 -3.53209 0.08
H -0.01654 3.82097 -4.44929 0.09
H -2.12259 3.32311 -2.30752 0.12
H 0.55196 4.67034 -2.22093 0.07
H -0.05537 3.54495 -1.12317 0.06
H -0.64967 5.23479 -1.06621 0.07
H -2.58786 4.70687 -4.18479 0.08

***

Maximum force, respectively: 14.7 3.7 eV/A.